No. 1
Density functional theory data (the ωB97M-V functional and the def2-TZVPD basis) for 14 unconnected molecules or ions with the total composition C32H53Cl26FI3N4O2 in a non-equilibrium geometry.

As for the relative energy (zero: lowest compared OMol25 entry of this formula, charge and spin): 1631.6 kJ/mol. Its HOMO-LUMO gap is 6.5 eV. Its multiplicity is 1. The total charge is +1.

```
121
Properties=species:S:1:pos:R:3:forces:R:3
C 1.050 -5.117 -3.448 0.34 -0.91 -0.40
C 0.139 -4.440 -4.616 -0.26 -2.02 0.26
F 0.861 -4.670 -5.925 -1.70 1.30 2.94
C -0.324 -2.894 -4.399 -0.22 0.58 -3.86
N -0.988 -2.553 -3.092 0.56 0.31 1.56
C -1.907 -3.597 -2.503 -2.49 -2.22 2.00
C -1.261 -4.323 -1.136 0.04 0.49 0.82
N -1.519 -5.813 -1.083 1.61 0.61 1.55
C -1.668 -1.167 -3.080 0.09 3.45 0.37
I -3.551 -1.104 -4.248 0.83 -0.61 0.64
C -1.867 -0.599 -1.519 0.00 -0.36 0.61
C -3.194 0.346 -1.334 -0.47 6.37 -3.54
O -3.373 1.540 -1.961 1.57 -8.48 4.31
I -4.769 -0.365 0.075 1.36 0.37 -1.31
C -0.714 0.000 -3.805 -0.04 0.54 -0.05
N 0.709 -0.487 -3.905 -1.98 -1.63 -0.10
C 0.827 -1.755 -4.721 1.33 0.19 0.19
I 0.564 -1.198 -6.867 0.09 -0.13 0.90
C 2.377 -2.250 -4.591 0.91 0.43 0.60
C 3.479 -0.992 -4.612 0.89 -0.12 0.35
C 3.990 -0.556 -3.112 -1.99 4.13 4.47
O 3.331 0.313 -2.295 2.94 -5.46 -5.26
N 5.321 -1.076 -2.528 -1.06 3.61 -0.48
C 5.677 -0.263 -1.266 1.25 2.90 4.60
C 5.491 -0.857 0.277 1.18 2.81 -0.61
C 5.897 -0.040 1.645 0.72 2.14 -3.79
C 6.510 1.479 1.530 -1.14 -2.29 -3.66
C 6.703 2.153 0.028 -1.57 -4.12 0.94
C 6.281 1.292 -1.342 -0.34 -1.38 3.35
H 0.454 -6.055 -3.013 1.30 2.28 -0.80
H 1.403 -4.384 -2.595 -0.77 -1.54 -1.79
H 2.009 -5.587 -3.969 -2.01 1.22 1.12
H -0.836 -5.121 -4.720 2.20 1.72 0.01
H -1.155 -2.707 -5.239 1.62 -0.48 2.04
H -0.197 -2.444 -2.386 -1.03 -0.18 -0.85
H -2.914 -3.119 -2.070 2.38 -0.63 -1.39
H -2.299 -4.404 -3.284 1.31 1.85 1.59
H -1.759 -3.842 -0.164 1.04 -0.73 -2.34
H -0.108 -4.151 -1.034 -2.07 0.13 -0.41
H -0.546 -6.245 -1.086 -1.82 0.41 -0.12
H -1.863 -6.026 -0.098 0.38 0.27 -1.80
H -1.933 -1.454 -0.724 -0.05 1.49 -1.56
H -0.931 0.063 -1.219 -1.89 -1.25 -0.73
H -0.692 1.010 -3.167 -0.28 -2.45 -1.20
H -1.187 0.292 -4.837 1.33 -0.82 1.84
H 1.015 -0.708 -2.933 0.34 0.58 -0.85
H 2.717 -2.959 -5.477 -1.10 1.27 2.16
H 2.517 -2.747 -3.523 -0.26 0.67 -2.32
H 4.440 -1.395 -5.183 -2.44 1.15 1.35
H 3.077 -0.040 -5.161 0.64 -1.84 1.26
H 6.034 -0.725 -3.236 -0.86 -1.10 0.89
H 5.039 -1.929 0.397 1.01 2.25 -0.30
H 5.775 -0.518 2.728 0.23 1.17 -3.11
H 6.796 2.070 2.516 -0.64 -1.39 -2.48
H 7.150 3.240 0.000 -1.04 -2.47 -0.29
H 6.419 1.824 -2.378 -0.29 -1.21 2.19
C 1.724 2.144 -9.392 0.05 0.32 0.21
Cl 0.430 1.156 -10.080 -0.11 0.00 0.09
Cl 3.313 1.552 -9.894 -0.01 0.07 0.10
H 1.605 3.175 -9.734 0.03 -0.34 -0.03
H 1.659 2.108 -8.302 0.02 -0.11 -0.29
C 5.394 0.308 5.871 0.02 0.21 0.41
Cl 5.501 1.807 4.940 -0.08 0.03 0.15
Cl 5.524 -1.106 4.819 -0.02 -0.41 0.51
H 6.206 0.284 6.602 -0.24 -0.06 -0.42
H 4.431 0.279 6.388 0.26 0.07 -0.23
C 5.152 -3.921 -7.354 -0.12 -0.36 -0.39
Cl 5.653 -3.047 -5.901 0.43 -0.57 -0.01
Cl 5.278 -2.895 -8.788 -0.07 -0.13 0.09
H 5.797 -4.794 -7.484 -0.08 0.32 0.07
H 4.115 -4.243 -7.236 0.23 0.18 -0.01
C -8.033 -1.066 -2.969 -0.12 0.35 -0.20
Cl -7.423 -2.725 -2.958 0.12 -0.03 -0.18
Cl -8.457 -0.533 -1.338 -0.04 0.05 -0.10
H -7.260 -0.406 -3.370 -0.13 -0.21 0.21
H -8.923 -1.018 -3.602 0.20 -0.12 0.25
C -4.374 0.824 3.680 0.06 0.18 -0.22
Cl -5.323 1.740 4.857 -0.56 -0.73 -0.25
Cl -3.916 -0.757 4.325 0.05 -0.04 -0.14
H -4.972 0.680 2.776 0.08 0.05 0.42
H -3.469 1.385 3.438 -0.18 -0.09 0.20
C -6.385 4.409 7.044 0.23 -0.28 0.07
Cl -5.973 6.127 7.106 0.13 -0.06 -0.02
Cl -8.107 4.179 6.718 -0.04 -0.12 0.00
H -5.806 3.933 6.249 -0.27 0.32 0.24
H -6.140 3.949 8.004 -0.17 0.21 -0.20
C -9.642 6.642 3.909 0.25 -0.27 0.09
Cl -9.230 8.360 3.972 0.11 -0.04 0.01
Cl -11.364 6.412 3.583 0.02 -0.12 -0.01
H -9.063 6.166 3.114 -0.22 0.21 0.14
H -9.397 6.182 4.869 -0.13 0.21 -0.22
C 2.023 2.892 0.051 0.66 0.12 -0.16
Cl 2.625 2.603 1.688 0.02 0.03 -0.13
Cl 0.322 2.433 -0.092 -0.28 -0.05 -0.18
H 2.126 3.954 -0.184 -0.19 -0.27 0.17
H 2.612 2.300 -0.654 -0.18 -0.01 0.22
C -7.468 -4.942 0.038 -0.20 0.35 -0.11
Cl -8.947 -5.747 0.576 0.05 0.14 -0.05
Cl -6.081 -6.035 0.128 0.19 0.05 -0.05
H -7.597 -4.615 -0.996 0.02 -0.22 0.33
H -7.281 -4.077 0.678 -0.04 -0.31 -0.08
C 7.879 0.455 9.276 0.29 0.11 0.34
Cl 8.057 -0.920 8.179 0.09 -0.06 0.02
Cl 6.390 1.347 8.940 0.03 0.15 0.22
H 7.849 0.088 10.305 -0.10 0.04 -0.33
H 8.732 1.126 9.147 -0.28 -0.18 -0.09
C 2.765 -1.969 7.096 0.21 -0.19 -0.18
Cl 2.921 -0.725 8.342 0.10 0.00 0.04
Cl 1.068 -2.366 6.802 0.04 -0.06 -0.08
H 3.210 -1.601 6.168 -0.23 -0.08 0.25
H 3.289 -2.870 7.425 -0.21 0.25 0.00
C -2.358 5.048 5.634 -0.02 0.35 0.26
Cl -3.652 4.060 4.947 0.50 0.45 0.05
Cl -0.770 4.456 5.132 -0.03 0.06 0.04
H -2.478 6.079 5.292 0.11 -0.90 0.15
H -2.423 5.011 6.724 0.01 -0.16 -0.29
C -0.760 8.896 4.190 0.25 0.38 -0.17
Cl -2.239 8.092 4.728 -0.08 0.85 -0.22
Cl 0.627 7.803 4.279 0.00 0.14 -0.05
H -0.889 9.223 3.155 -0.02 -0.22 0.27
H -0.572 9.762 4.830 -0.08 -0.33 -0.07
```
Positions in Å, forces in eV/Å.


No. 2
Density functional theory data (the ωB97M-V functional and the def2-TZVPD basis) for 6 unconnected molecules or ions with the total composition C32H53ClNO16 in a non-equilibrium geometry.

As for the relative energy (zero: lowest compared OMol25 entry of this formula, charge and spin): 69.7 kJ/mol. Its HOMO-LUMO gap (alpha / beta) is 8.8 / 9.5 eV. Its multiplicity is 2.

```
103
Properties=species:S:1:pos:R:3:forces:R:3
C 1.428 -0.464 3.588 -0.28 -0.31 0.62
C 0.083 -1.235 3.358 0.67 -0.08 0.04
C -0.148 -1.713 1.886 0.40 1.10 0.35
Cl -0.872 -3.386 1.911 0.00 0.34 -0.16
C -0.988 -0.746 1.005 -0.21 0.39 0.35
C -2.448 -0.519 1.543 0.39 -0.22 -0.64
C -2.961 0.946 1.391 -2.44 0.38 1.53
C -4.542 0.874 1.330 -0.18 0.75 0.45
C -2.650 1.830 2.652 0.63 -1.03 -0.26
N -2.522 1.562 0.118 0.68 -2.69 -0.28
O -3.011 0.839 -0.848 -0.19 0.87 -0.19
C -1.050 1.684 0.012 1.59 1.29 -1.21
C -0.644 3.159 0.419 -0.26 -0.73 -0.47
C -0.590 1.544 -1.485 0.48 -0.24 0.77
C -0.247 0.620 0.830 0.09 -0.08 0.06
H 1.331 0.620 3.411 0.17 -0.50 -0.17
H 1.700 -0.580 4.659 -0.17 0.13 -0.52
H 2.264 -0.880 3.006 -0.41 0.29 0.09
H -0.728 -0.598 3.754 0.09 -0.47 -0.35
H 0.137 -2.144 3.983 -0.18 0.42 -0.24
H 0.847 -1.813 1.425 -0.57 -0.20 0.13
H -1.052 -1.204 -0.004 -0.04 0.23 0.49
H -2.587 -0.834 2.594 0.23 0.25 -0.42
H -3.106 -1.181 0.948 0.26 0.43 0.33
H -4.972 1.215 2.302 0.36 -0.55 -0.80
H -4.952 1.569 0.573 0.35 -0.44 0.19
H -4.914 -0.140 1.121 0.17 0.44 -0.01
H -1.606 1.641 2.970 -0.37 0.60 -0.11
H -2.853 2.898 2.474 0.13 -0.42 0.08
H -3.282 1.466 3.482 0.27 0.22 -0.46
H -1.467 3.618 0.986 0.60 -0.05 0.04
H -0.522 3.733 -0.520 -0.05 -0.09 0.59
H 0.317 3.155 0.960 -0.48 0.17 -0.05
H -0.977 2.353 -2.123 -0.14 -0.57 0.11
H -0.776 0.532 -1.882 -0.19 0.56 0.01
H 0.518 1.648 -1.448 -0.58 0.11 -0.07
H 0.049 1.090 1.790 -0.31 -0.55 -0.33
H 0.711 0.425 0.295 -0.96 0.30 0.49
C 2.711 -2.591 -3.375 -0.38 -0.24 0.15
C 3.112 -1.451 -2.475 -0.07 -0.58 -0.87
C 4.448 -1.630 -1.811 0.44 -0.02 -0.14
O 4.291 -0.852 -0.614 -0.30 0.04 0.16
C 2.972 -0.860 -0.315 0.14 -0.17 -0.18
O 2.512 -0.481 0.719 0.45 -0.01 0.00
O 2.240 -1.357 -1.335 0.18 0.35 0.46
H 1.677 -2.474 -3.704 0.09 0.14 -0.15
H 3.354 -2.641 -4.254 -0.05 0.11 -0.01
H 2.764 -3.541 -2.842 0.12 0.09 0.00
H 3.060 -0.502 -3.019 0.02 0.04 0.13
H 5.273 -1.254 -2.414 -0.01 0.16 0.19
H 4.652 -2.665 -1.526 -0.16 -0.01 -0.08
C -3.661 3.098 7.898 0.23 -0.30 -0.08
C -4.595 3.091 6.710 0.50 0.18 0.65
C -6.048 2.919 7.064 -0.34 0.26 0.04
O -6.574 2.311 5.881 0.19 -0.06 0.01
C -5.554 1.628 5.301 -0.09 -0.17 -0.11
O -5.684 0.855 4.410 -0.01 -0.03 0.10
O -4.367 1.946 5.879 -0.30 0.03 -0.13
H -2.623 3.073 7.567 -0.04 0.13 -0.01
H -3.814 3.988 8.509 -0.03 0.01 -0.07
H -3.815 2.214 8.521 -0.10 0.03 -0.03
H -4.436 3.986 6.101 -0.10 -0.04 -0.03
H -6.548 3.863 7.271 -0.11 -0.08 -0.17
H -6.208 2.236 7.903 0.15 0.03 0.01
C -1.986 -1.071 -6.535 0.04 -0.41 0.03
C -0.541 -0.643 -6.420 -0.87 -0.03 0.06
C -0.006 0.066 -7.632 0.06 0.54 -0.13
O 1.391 -0.227 -7.560 -0.06 -0.36 0.03
C 1.511 -1.409 -6.910 0.11 0.04 -0.03
O 2.514 -2.042 -6.841 0.15 -0.07 0.04
O 0.332 -1.778 -6.347 0.31 0.12 -0.07
H -2.264 -1.706 -5.693 -0.01 0.14 0.05
H -2.648 -0.205 -6.556 0.07 0.02 0.04
H -2.148 -1.659 -7.441 0.06 0.08 -0.03
H -0.397 -0.047 -5.513 0.11 0.05 -0.10
H -0.179 1.140 -7.601 0.25 -0.01 0.04
H -0.391 -0.334 -8.575 -0.11 -0.09 0.12
C 3.637 -6.166 3.138 0.38 0.09 -0.13
C 2.828 -5.712 1.945 0.25 -0.16 0.81
C 2.053 -6.809 1.269 -0.43 -0.14 0.04
O 1.955 -6.320 -0.072 0.25 0.08 -0.01
C 3.031 -5.523 -0.282 -0.09 0.00 -0.03
O 3.358 -5.105 -1.345 0.13 0.05 -0.05
O 3.680 -5.265 0.880 -0.22 -0.02 -0.29
H 4.287 -5.361 3.486 -0.13 0.03 0.05
H 2.986 -6.471 3.957 -0.05 0.05 -0.05
H 4.286 -7.003 2.875 -0.10 -0.02 -0.04
H 2.177 -4.878 2.227 -0.06 -0.05 -0.12
H 1.066 -6.958 1.701 -0.05 0.08 -0.21
H 2.586 -7.764 1.250 0.08 0.08 0.09
C 4.121 4.808 -2.901 0.24 -0.28 -0.14
C 2.894 4.623 -3.764 0.64 0.29 0.50
C 1.643 4.292 -2.997 -0.37 0.25 0.20
O 0.882 3.564 -3.965 0.25 -0.06 -0.09
C 1.774 2.984 -4.808 -0.07 -0.12 -0.12
O 1.494 2.157 -5.613 -0.07 -0.08 -0.04
O 3.023 3.473 -4.610 -0.38 -0.06 -0.05
H 5.014 4.894 -3.522 -0.06 0.12 0.00
H 4.033 5.703 -2.285 -0.05 0.00 -0.05
H 4.273 3.946 -2.249 -0.11 0.02 0.01
H 2.750 5.498 -4.406 -0.10 -0.06 0.00
H 1.103 5.178 -2.666 -0.15 -0.10 -0.12
H 1.822 3.639 -2.137 0.14 0.04 -0.03
```
Positions in Å, forces in eV/Å.